(1)
A molecular structure, C58H55AsN5O5P3PbS5 in a non-equilibrium geometry. Source: OMol25; level of theory: ωB97M-V with the def2-TZVPD basis set.

Last column: Löwdin charge in e.
Element x y z (Å)
C 0.52 -4.71 0.04  -0.08
H 1.19 -0.63 -4.20  0.07
H -0.10 2.03 3.90  0.07
O 0.42 -2.87 3.02  0.05
H -4.99 -1.42 5.07  0.12
C -1.68 -1.25 5.75  -0.05
S -5.58 1.16 -2.64  0.94
C -3.94 2.81 2.59  -0.09
H -0.74 4.43 -2.06  0.07
H 6.35 -2.31 -2.65  0.10
C 3.24 -0.52 2.79  -0.10
H 2.64 4.46 -0.29  0.08
H 3.27 0.15 -4.18  0.09
H -4.29 0.04 3.23  0.09
H -1.73 -4.04 3.55  0.13
C -5.92 -0.13 -3.77  -1.47
C -3.70 -3.59 2.78  -0.08
N 2.00 1.78 -3.84  -0.31
C -1.10 -6.26 -0.84  -0.07
H 1.16 -4.38 0.85  0.11
C -2.23 0.12 3.85  -0.33
C -3.56 -0.27 3.97  -0.11
C -1.26 3.81 -2.79  -0.10
P 1.35 1.42 2.13  1.00
C -0.34 -4.42 -2.20  -0.25
H -1.77 -5.90 -2.85  0.11
H 3.11 0.12 6.59  0.10
S -2.51 -1.75 -1.88  0.79
H -0.88 3.60 1.40  0.08
C -4.60 4.00 2.29  -0.07
C -4.42 -2.80 1.90  0.00
C 2.12 5.38 3.10  -0.08
C -0.12 -1.75 -5.49  -0.09
H 6.41 -4.56 -3.67  0.10
C 0.59 -1.52 -4.32  -0.09
N 1.64 3.85 -2.03  -0.30
H 4.71 -2.01 3.24  0.11
H 4.09 2.22 2.11  0.11
C 4.33 -4.94 -3.30  -0.08
H -1.98 3.18 -2.25  0.04
C 1.45 4.19 2.88  -0.10
C -3.01 -1.60 5.89  -0.05
C 0.52 -2.44 -3.28  -0.34
H -0.23 1.42 -4.92  0.06
H 1.65 3.32 -5.21  0.07
C 3.50 5.45 2.96  -0.09
H -4.50 2.01 3.05  0.09
C -2.57 4.91 1.41  -0.08
C -3.73 -1.87 1.15  -0.18
H 4.62 -1.61 5.68  0.10
C -1.71 -2.51 2.05  -0.20
C -4.19 0.45 -1.86  -1.09
H -1.58 2.54 -5.15  0.09
C -0.27 -5.84 0.19  -0.06
N -2.40 -1.73 1.22  -0.05
C -1.92 3.72 1.69  -0.13
C 4.21 4.30 2.61  -0.08
C -3.91 5.06 1.71  -0.08
H 2.77 5.23 -3.18  0.08
C -0.19 -2.33 2.11  -0.64
C 4.00 -1.03 5.01  -0.08
N -0.30 3.01 -3.56  -0.30
P 1.00 2.44 -2.67  0.54
S -7.11 -0.07 -4.86  0.67
H 4.02 6.38 3.13  0.10
H 0.37 4.17 2.98  0.07
C 4.27 -2.42 -2.16  -0.14
H -5.66 4.09 2.50  0.11
C 2.15 3.04 2.53  -0.37
H -5.49 -2.90 1.83  0.12
P -1.65 1.10 2.43  0.90
C -3.83 -0.85 -2.33  -1.07
H -1.62 1.36 -3.83  0.08
H 4.35 -5.93 -3.74  0.10
O 0.29 -1.63 1.15  -0.32
C 2.35 0.68 4.67  -0.11
H 2.54 2.71 -0.54  0.05
C -1.29 -0.40 4.73  -0.09
H -0.23 -0.19 4.61  0.08
C -2.59 2.67 2.31  -0.36
H 3.70 3.68 -1.48  0.09
C -0.98 -3.80 -4.59  -0.03
C 3.10 -3.18 -2.21  -0.36
H 4.24 -1.44 -1.70  0.08
C -1.13 -5.56 -2.04  -0.02
C -2.33 -3.45 2.87  0.06
O -3.74 -5.40 4.34  -0.02
H 1.07 5.06 -3.64  0.07
C 3.15 -0.06 5.52  -0.07
C 1.75 5.08 -2.80  -0.12
H -1.82 4.46 -3.47  0.09
H 3.95 1.36 -3.07  0.09
C 2.69 3.66 -1.04  -0.10
C -0.89 -2.89 -5.63  -0.08
H -0.94 -1.66 6.42  0.11
H -1.44 -3.06 -6.54  0.10
C 3.15 -4.45 -2.77  -0.09
H 1.71 1.45 5.08  0.10
C 2.38 0.44 3.30  -0.38
H 2.25 -5.06 -2.80  0.10
H 1.57 6.27 3.38  0.10
C 3.54 3.11 2.39  -0.11
N -0.14 1.69 2.95  -0.42
H -1.73 -7.13 -0.71  0.11
C -0.29 -3.58 -3.40  -0.26
C 2.43 2.60 -4.97  -0.11
As 1.43 -2.35 -1.55  1.37
H 3.36 3.14 -4.76  0.08
C 0.47 -3.99 -1.15  -0.34
C 4.05 -1.26 3.64  -0.07
O 0.74 1.43 -1.62  -0.44
H -1.61 -4.68 -4.70  0.11
H -0.24 -6.40 1.12  0.11
H 2.59 1.96 -5.84  0.09
H -4.26 -1.19 0.48  0.07
C -0.97 2.03 -4.40  -0.09
H -4.43 5.98 1.49  0.10
H 2.64 0.29 -2.53  0.04
H -2.03 5.73 0.95  0.11
H 3.25 -0.71 1.72  0.10
H -3.32 -2.28 6.68  0.12
C 3.03 0.85 -3.38  -0.13
O -5.70 -4.32 3.83  -0.05
Pb -1.03 -0.07 -0.12  1.00
H 1.50 5.93 -2.15  0.09
S -4.86 -1.51 -3.58  0.94
C -4.49 -4.59 3.79  -0.69
S -3.40 1.35 -0.70  0.67
H 5.28 4.34 2.52  0.10
C 5.49 -4.17 -3.26  -0.09
H -0.06 -1.03 -6.30  0.10
C 5.45 -2.91 -2.69  -0.09
C -3.95 -1.12 4.99  -0.06

The largest force on an atom is 2.5 eV/Å. As for the gap between HOMO and LUMO: 3.37 eV. The total energy is -8336.89897 Ha. The HOMO energy comes out at -7.14 eV. For the molecular weight, the calculation gives 1437.49 g/mol. The LUMO energy is -3.8 eV.

***

(2)
C21H20N4OS2 in the gas phase in a non-equilibrium geometry. Source: OMol25; level of theory: ωB97M-V with the def2-TZVPD basis set.

Last column: Löwdin charge in e.
Element x y z (Å)
H -4.16 1.74 3.84  0.11
H 5.19 0.19 -1.72  0.10
C -1.41 -0.17 4.21  -0.11
N 0.00 -2.03 0.10  0.08
H 1.32 -3.49 0.70  0.13
S -2.85 1.29 -2.48  0.94
H -1.68 2.92 -1.13  0.05
H 0.03 2.80 -4.43  0.08
N -1.29 -0.90 -2.91  0.05
C -0.19 2.08 -2.44  -0.44
C -1.21 -0.58 1.56  -0.07
C -1.57 2.59 -2.16  -0.40
H -1.43 -1.22 4.51  0.12
C -1.68 0.01 2.76  -0.21
C 0.15 1.87 -3.88  -0.06
H 1.17 1.52 -3.98  0.08
H 2.90 -1.68 1.36  0.11
C 1.11 -2.94 -0.21  -0.07
O 0.38 -2.15 2.33  0.09
H -1.84 3.40 -2.83  0.08
C 4.38 -0.46 -1.42  -0.10
C 3.58 -1.06 -2.37  -0.09
C -1.81 0.02 0.47  -0.42
H 1.90 -2.34 -2.73  0.10
C 0.64 1.78 -1.45  0.06
C -1.87 -0.09 -2.08  -0.66
C -0.22 -1.63 1.41  -0.35
N -0.52 -1.76 -2.23  0.10
H 1.63 1.39 -1.63  0.06
H 0.38 1.93 -0.41  0.07
N -1.51 -0.41 -0.79  0.04
S -2.93 1.28 0.88  1.12
H 0.78 -3.60 -1.01  0.13
H -2.18 1.19 5.76  0.11
C -0.63 -1.46 -0.96  -0.28
H -3.34 -0.01 5.19  0.11
C 2.29 -2.12 -0.64  -0.20
C -2.54 0.66 4.88  -0.15
C -2.59 1.00 2.55  -0.48
H 4.76 -0.22 0.68  0.10
H -2.64 2.63 3.92  0.11
C 4.14 -0.68 -0.07  -0.08
C -3.07 1.63 3.80  -0.17
C 2.54 -1.88 -1.99  -0.05
H -0.42 0.22 4.46  0.12
C 3.10 -1.51 0.31  -0.03
H 3.77 -0.88 -3.42  0.10
H -0.52 1.13 -4.31  0.07

The largest force on an atom is 1.4 eV/Å. The SMILES is C=C(C)CSc1nnc2n(Cc3ccccc3)c(=O)c3c4c(sc3n12)CCC4. As for the gap between HOMO and LUMO: 8.75 eV. The total energy is -1902.88721 Ha. The calculation puts the energy above the lowest of the compared OMol25 structures with the same formula, charge and spin at 0.00 kJ/mol. The HOMO energy comes out at -8.54 eV. For the molecular weight, the calculation gives 408.55 g/mol. The LUMO energy is 0.2 eV.

***

(3)
A molecular structure, C4H7ClN2 in a non-equilibrium geometry. Source: OMol25; level of theory: ωB97M-V with the def2-TZVPD basis set.

Last column: Löwdin charge in e.
Element x y z (Å)
H -0.93 -0.66 -0.76  0.09
H 0.11 -0.14 1.96  0.00
C -0.10 -0.79 -1.48  -0.08
H 2.03 -0.41 -1.41  0.08
C 1.21 0.88 0.01  -0.47
H -0.19 -0.24 -2.34  0.04
Cl 1.57 -1.77 0.41  0.62
N 1.66 2.09 -0.49  0.13
H -0.63 1.50 1.70  0.01
C 1.23 -0.41 -0.71  -0.69
H 0.98 1.32 2.37  0.01
H 0.06 -1.76 -1.85  0.04
N 2.52 1.45 0.16  0.15
C 0.22 0.92 1.77  0.07

The largest force on an atom is 6.2 eV/Å. As for the gap between HOMO and LUMO: 10.31 eV. The total energy is -726.16893 Ha. The calculation puts the energy above the lowest of the compared OMol25 structures with the same formula, charge and spin at 450.58 kJ/mol. The HOMO energy comes out at -10.17 eV. For the molecular weight, the calculation gives 118.57 g/mol. The LUMO energy is 0.1 eV.

***

(4)
2 unconnected molecules or ions with the total composition C4H7BrN2 in a non-equilibrium geometry. Source: OMol25; level of theory: ωB97M-V with the def2-TZVPD basis set.

Last column: Löwdin charge in e.
Element x y z (Å)
H -0.24 0.68 1.24  0.10
C 1.68 -0.90 0.93  -0.12
H -2.23 0.94 -0.08  0.04
C -1.70 3.07 -2.93  -0.05
H -2.07 3.90 -3.43  0.04
Br -2.67 -1.45 -0.96  0.63
H 2.38 -0.41 0.20  0.09
C -0.61 -0.08 0.63  -0.27
C -1.75 -0.07 -0.06  -0.66
N 0.27 -1.15 0.68  -0.11
H 0.10 -1.83 -0.06  0.09
H 2.01 -1.88 1.14  0.06
N -1.44 2.18 -2.25  0.08
H 1.67 -0.42 1.89  0.08

The largest force on an atom is 3.0 eV/Å. The SMILES is CN/C=C\Br.C#N. As for the gap between HOMO and LUMO: 8.69 eV. The total energy is -2840.06017 Ha. The calculation puts the energy above the lowest of the compared OMol25 structures with the same formula, charge and spin at 93.67 kJ/mol. The HOMO energy comes out at -7.74 eV. For the molecular weight, the calculation gives 163.02 g/mol. The LUMO energy is 1.0 eV.

***

- Among the records above, which one has the highest largest force on an atom?
  C4H7ClN2